1.
C12H22N2PbS4Se3Te | ωB97M-V with the def2-TZVPD basis set

charge = 0
HOMO-LUMO gap = 0.2389 Ha
HOMO energy = -6.37 eV

Each line ends with the Löwdin charge.
CARTESIAN COORDINATES (ANGSTROEM)
C -0.940 0.635 2.832  -0.23
H -0.827 -1.208 4.744  0.10
Se 0.295 4.865 -0.027  -0.19
H 1.494 0.872 -4.640  0.08
H -2.454 -1.506 4.124  0.10
C -2.528 1.547 3.996  -0.05
S -1.512 0.598 -2.424  0.79
H 1.099 -2.289 -1.392  0.05
H -0.307 -3.728 0.240  0.08
H -2.529 3.359 2.731  0.11
C 2.821 -0.138 -2.240  -0.50
Se 2.575 5.332 0.328  -0.27
S 1.956 -0.796 0.334  0.71
H 3.681 -0.052 -2.906  0.08
H -0.891 -2.374 -2.066  0.06
H -0.194 -0.058 2.508  0.09
H 0.169 -0.865 -3.345  0.05
H 4.020 -1.217 -0.798  0.08
H 2.054 -3.164 -0.181  0.08
H -2.475 -2.927 -1.494  0.08
C -2.153 2.390 2.989  -0.11
C -1.802 -2.068 -1.553  -0.52
H 0.382 2.110 -4.020  0.07
C -1.825 -0.779 4.645  -0.01
Se 2.484 1.960 1.941  -0.26
C 0.829 1.138 -3.817  -0.52
C 3.297 -0.399 -0.825  -0.53
H -3.382 -0.625 -1.734  0.07
S 1.886 1.446 -2.354  0.77
H -0.764 -0.044 -4.619  0.08
H 0.250 -2.617 1.522  0.06
H 3.744 0.497 -0.390  0.04
H 2.174 -0.941 -2.591  0.05
N -1.165 1.799 2.269  -0.11
C 0.046 -2.720 0.456  -0.55
H -3.266 1.650 4.764  0.12
Te 3.027 4.358 2.585  0.25
C -0.253 0.088 -3.662  -0.52
C -2.496 -0.933 -2.285  -0.54
Pb 0.294 2.157 0.299  0.51
C 1.303 -2.388 -0.326  -0.50
N -1.747 0.434 3.882  -0.12
S -1.341 -1.576 0.155  0.82
H -2.244 -0.577 5.631  0.10
H -2.786 -1.243 -3.290  0.08

***

2.
C8H6F4O | ωB97M-V with the def2-TZVPD basis set

charge = 0
HOMO-LUMO gap = 0.3240 Ha
SMILES = O[C@@H]1C=CC=C/C1=C(/F)C(F)(F)F
HOMO energy = -9.10 eV

Each line ends with the Löwdin charge.
CARTESIAN COORDINATES (ANGSTROEM)
C -0.188 1.082 -1.109  -0.05
C 0.288 -0.885 0.951  -0.28
C 0.794 1.292 2.377  -0.08
C -1.033 -0.136 -1.020  -0.07
H 0.229 -1.497 1.946  0.18
H -1.433 -1.849 -0.245  0.10
O 1.348 -1.531 0.277  -0.04
H -1.666 -0.355 -1.811  0.08
F 0.802 0.600 3.569  0.06
C 0.617 1.372 -0.103  -0.04
F -0.001 3.434 2.002  0.16
F 2.110 3.354 1.955  0.12
C 1.016 2.801 2.573  -0.56
H 1.102 2.302 0.128  0.10
C -0.832 -1.018 -0.040  -0.05
F 1.126 3.029 3.873  0.18
H 1.107 -1.622 -0.687  0.12
H -0.224 1.695 -2.006  0.11
C 0.615 0.667 1.215  -0.04

***

3.
C6H12N3 | ωB97M-V with the def2-TZVPD basis set

charge = +1
HOMO-LUMO gap (alpha / beta) = 0.3099 / 0.3356 Ha
HOMO energy (alpha / beta) = -13.96 / -13.99 eV

Each line ends with the Löwdin charge.
CARTESIAN COORDINATES (ANGSTROEM)
N -0.295 -0.579 0.529  -0.12
H 0.760 -0.823 -1.647  0.03
H 1.690 -0.401 1.138  0.19
C 1.596 -0.723 -1.067  -0.02
H 2.195 1.743 -0.140  0.11
N -0.098 -1.926 0.784  0.20
H 0.554 1.927 -0.837  0.13
C -1.246 0.194 1.173  -0.12
H 0.880 2.042 0.962  0.08
H 2.327 -0.177 -1.612  0.09
C -2.146 0.834 0.538  0.01
N -1.355 -0.275 -1.345  0.27
H -1.065 0.170 2.306  0.19
H 0.747 -2.273 0.418  0.09
C 1.117 0.047 0.200  -0.31
H -2.803 1.446 1.054  0.11
H 1.987 -1.668 -0.846  0.06
C -2.135 0.514 -0.907  -0.19
H -0.909 -2.458 0.722  0.11
H -2.934 0.878 -1.496  0.13
C 1.134 1.506 0.072  -0.06

***

Quick rundown of energy above the lowest of the compared OMol25 structures with the same formula, charge and spin, same order as above: 5.6 176.9 580.2 kJ/mol
Quick rundown of M, same order as above: 894.27 194.13 126.18 g/mol